(1)
Density functional theory data (ωB97M-V/def2-TZVPD) for a cluster of 2 separate species, C4H12N2O2 in total.

Results
Largest force on an atom: 1.4 eV Å⁻¹
Frontier orbital gap (alpha / beta): 2.61 / 9.45 eV
Energy relative to the best compared isomer or geometry (same formula, charge and spin): 147.1 kJ/mol
Electronic energy: -419.55191 Ha
Highest occupied orbital energy (alpha / beta): 1.1 / -5.8 eV

```
! RIJCOSX wB97M-V def2-TZVPD def2/J DEFGRID3
* xyz -1 2
C -0.90135 0.45036 -0.34679
N -0.24919 0.66865 0.80942
C -0.57856 -0.17143 1.94245
C 0.80527 1.65602 0.85028
C 2.08413 1.13988 0.18361
N 1.73297 0.65139 -1.15548
O -1.51940 -0.58613 -0.58362
H -0.94666 1.30517 -1.02582
H -0.26374 -1.20604 1.80838
H -1.64103 -0.07400 2.16854
H -0.01528 0.20325 2.79652
H 0.61102 2.65970 0.46364
H 0.96868 1.80943 1.91008
H 2.79352 1.95965 0.07863
H 2.55924 0.34943 0.74570
H 2.26083 1.12056 -1.88098
H 1.91703 -0.33784 -1.28635
H -1.58247 -2.32552 -1.05594
H -2.21494 -3.38309 -1.98322
O -1.47951 -3.24526 -1.37500
*
```

(2)
Density functional theory data (ωB97M-V/def2-TZVPD) for an isolated molecule of C4H9NO.

Results
Structure (SMILES): CN(C)CC=O
Largest force on an atom: 1.4 eV Å⁻¹
Frontier orbital gap: 8.99 eV
Energy relative to the best compared isomer or geometry (same formula, charge and spin): 242.4 kJ/mol
Electronic energy: -287.74012 Ha
Highest occupied orbital energy: -8.0 eV

```
! RIJCOSX wB97M-V def2-TZVPD def2/J DEFGRID3
* xyz 0 1
C -1.24760 -0.56351 0.40379
N -0.21143 0.14056 -0.32045
C -0.65069 1.49124 -0.63455
C 1.11942 -0.50581 -0.55806
C 1.59997 -0.83234 0.84274
O 1.63109 0.02384 1.68741
H -2.07071 -0.85256 -0.26701
H -1.68564 0.06691 1.19901
H -0.85431 -1.45875 0.89127
H -1.07426 1.98844 0.26261
H 0.14947 2.13589 -1.00708
H -1.46893 1.47687 -1.37855
H 1.79972 0.21436 -1.03360
H 1.18872 -1.43155 -1.19194
H 1.77518 -1.89358 1.10444
*
```

(3)
Density functional theory data (ωB97M-V/def2-TZVPD) for a structure of composition C5H7N.

Results
Largest force on an atom: 8.2 eV Å⁻¹
Frontier orbital gap: 9.74 eV
Energy relative to the best compared isomer or geometry (same formula, charge and spin): 674.2 kJ/mol
Electronic energy: -249.21644 Ha
Highest occupied orbital energy: -9.1 eV

```
! RIJCOSX wB97M-V def2-TZVPD def2/J DEFGRID3
* xyz 0 1
C -1.12394 0.12223 0.22396
C -0.92837 -1.20790 -0.56893
C 0.02305 -0.61811 0.36766
C 1.48246 -0.13161 -0.05914
C 2.74125 0.07713 -0.14331
H -1.76438 2.29852 -0.03384
H 0.31237 1.77950 0.10945
H -1.71283 0.33099 1.25197
H -0.87801 -1.16516 -1.66675
H -1.24580 -2.25650 -0.15483
H 0.06848 -1.20149 1.34289
H 3.77519 0.52438 -0.27843
N -0.74947 1.44800 -0.39069
*
```

(4)
Density functional theory data (ωB97M-V/def2-TZVPD) for an isolated molecule of C7H12F3NO.

Results
Largest force on an atom: 5.9 eV Å⁻¹
Frontier orbital gap: 8.10 eV
Energy relative to the best compared isomer or geometry (same formula, charge and spin): 236.5 kJ/mol
Electronic energy: -703.39348 Ha
Highest occupied orbital energy: -7.6 eV

```
! RIJCOSX wB97M-V def2-TZVPD def2/J DEFGRID3
* xyz 0 1
C 0.81020 0.48975 -1.43356
C -0.24623 1.53684 -0.96657
C -1.31668 0.57499 0.90024
C 1.55858 -0.47001 -0.56895
C -2.73113 0.15851 1.34114
C -0.01736 -2.29395 -0.59381
C 2.66546 0.10477 0.29778
N 1.03282 -1.63351 -0.14008
O -1.41396 0.89974 -0.41331
F 2.31785 1.32729 0.78128
F 2.85676 -0.63242 1.44314
F 3.79280 0.22803 -0.36942
H 0.13682 -0.08290 -2.04452
H 1.68780 0.88931 -2.07629
H 0.19010 2.31280 -0.23563
H -0.69693 2.08326 -1.94002
H -1.04158 1.39656 1.46646
H -2.99712 0.24155 2.29979
H -3.13827 -0.75378 0.92478
H -3.37371 0.98385 0.79001
H -0.26733 -3.19098 -0.05748
H -0.65794 -0.27143 1.10707
H -0.82687 -1.64375 -0.81155
H 1.67591 -2.25451 0.29951
*
```

(5)
Density functional theory data (ωB97M-V/def2-TZVPD) for an isolated molecule of C3H5NS2.

Results
Structure (SMILES): C[C@@H]1NC(=S)S1
Largest force on an atom: 7.1 eV Å⁻¹
Frontier orbital gap: 8.58 eV
Energy relative to the best compared isomer or geometry (same formula, charge and spin): 203.4 kJ/mol
Electronic energy: -968.36761 Ha
Highest occupied orbital energy: -8.4 eV

```
! RIJCOSX wB97M-V def2-TZVPD def2/J DEFGRID3
* xyz 0 1
C 1.57182 -0.11705 0.48825
C 0.31271 -0.68641 -0.07967
N -0.77338 0.55046 -0.89033
C -1.71836 0.43497 0.02022
S -3.18400 1.14993 -0.02648
S -1.12461 -0.93268 1.03249
H 2.10944 0.28734 -0.41034
H 2.02796 -0.91642 1.07413
H 1.20356 0.63947 1.19306
H 0.53936 -1.47947 -0.73817
H -0.96449 1.06985 -1.66317
*
```

(6)
Density functional theory data (ωB97M-V/def2-TZVPD) for an isolated molecule of C5H8NOP.

Results
Structure (SMILES): CC(=O)N[C@H]1CC=P1
Largest force on an atom: 6.7 eV Å⁻¹
Frontier orbital gap: 9.53 eV
Energy relative to the best compared isomer or geometry (same formula, charge and spin): 182.7 kJ/mol
Electronic energy: -666.55882 Ha
Highest occupied orbital energy: -9.3 eV

```
! RIJCOSX wB97M-V def2-TZVPD def2/J DEFGRID3
* xyz 0 1
C -0.93976 2.00310 1.53991
C -0.25765 1.62677 0.27623
O 0.44610 2.38287 -0.39190
N -0.48028 0.38112 -0.07151
C 0.57045 -0.36907 -1.30440
C 1.00834 -1.81308 -0.93411
C 0.39005 -2.20451 -2.22255
P -0.43283 -0.88117 -2.80222
H -0.17161 2.14288 2.40223
H -1.33583 3.08782 1.47204
H -1.67891 1.27682 1.90088
H -0.83656 -0.41595 0.51458
H 1.45367 0.22674 -1.54328
H 0.54870 -2.32527 -0.19857
H 2.08891 -2.02885 -0.96322
H 0.42952 -3.16259 -2.74198
*
```

(7)
Density functional theory data (ωB97M-V/def2-TZVPD) for a structure of composition C5H3Cl2InNO3Ti.

Results
Largest force on an atom: 14.4 eV Å⁻¹
Frontier orbital gap (alpha / beta): 6.02 / 6.35 eV
Energy relative to the best compared isomer or geometry (same formula, charge and spin): 347.0 kJ/mol
Electronic energy: -2430.74902 Ha
Highest occupied orbital energy (alpha / beta): -26.4 / -26.4 eV

```
! RIJCOSX wB97M-V def2-TZVPD def2/J DEFGRID3
* xyz 4 2
Ti 1.11793 2.81822 -0.20035
In 0.00000 0.00000 0.00000
Cl 2.07013 0.87509 0.82251
Cl 0.50500 1.29938 -1.94556
C -1.61063 -0.57385 -0.69798
C 1.58083 3.89743 1.22504
C 0.30131 4.24583 -1.04026
O -2.61735 -0.91884 -1.13217
O 1.86082 4.56184 2.12002
O -0.21843 5.12843 -1.56143
C 2.43602 -3.85790 1.02615
C 1.71527 -2.63034 0.68921
N 1.13261 -1.66524 0.42818
H 2.99056 -4.21833 0.13624
H 1.71072 -4.63333 1.34813
H 3.14836 -3.65436 1.85239
*
```

(8)
Density functional theory data (ωB97M-V/def2-TZVPD) for a structure of composition C24H21IrN7O3.

Results
Largest force on an atom: 0.2 eV Å⁻¹
Frontier orbital gap (alpha / beta): 7.86 / 6.96 eV
Energy relative to the best compared isomer or geometry (same formula, charge and spin): 69.4 kJ/mol
Electronic energy: -1639.86922 Ha
Highest occupied orbital energy (alpha / beta): -15.2 / -15.5 eV

```
! RIJCOSX wB97M-V def2-TZVPD def2/J DEFGRID3
* xyz 2 2
Ir 0.32992 0.50632 -1.02714
O 1.39892 4.26213 -1.93810
C 1.33740 3.11571 -1.61989
N 0.15169 2.38197 -1.38878
C -1.15382 2.91456 -1.45667
O -1.45525 4.06612 -1.43992
C -2.15718 1.79756 -1.64417
C -3.45006 2.06834 -2.03133
C -4.26463 1.00657 -2.40775
C -3.74003 -0.27770 -2.41585
C -2.43925 -0.48030 -1.98856
N -1.68002 0.53712 -1.56745
C 2.55684 2.24495 -1.42629
C 3.81729 2.76753 -1.59903
C 4.91644 1.95654 -1.33709
C 4.70521 0.66620 -0.88147
C 3.40806 0.20587 -0.72968
N 2.35378 0.96903 -1.02293
H -3.77652 3.09903 -2.06973
H -5.28248 1.18501 -2.72760
H -4.32418 -1.11892 -2.76150
H -1.96525 -1.45161 -1.99098
H 3.91183 3.79474 -1.92431
H 5.92080 2.33492 -1.47058
H 5.52998 0.01128 -0.63910
H 3.20277 -0.77994 -0.34389
C -1.52273 -2.49525 3.02342
N -2.22004 -2.08270 1.76408
C -1.79944 -2.94400 0.62329
C -2.16144 -0.58901 1.42078
C -0.90556 0.15118 1.81615
C -0.88129 0.49164 3.17349
C 0.13909 1.20954 3.76548
C 1.17599 1.65084 2.96724
C 1.16434 1.36871 1.61175
C 0.15218 0.61862 1.00313
H -1.69664 -3.55931 3.16007
H -1.93444 -1.94675 3.86425
H -0.45894 -2.30565 2.91519
H -3.21133 -2.27329 1.91198
H -0.77823 -2.69431 0.36637
H -2.46513 -2.75596 -0.21421
H -1.87367 -3.98619 0.92273
H -2.98429 -0.14445 1.97921
H -2.40789 -0.53067 0.36918
H -1.72498 0.20399 3.78889
H 0.10268 1.44263 4.82025
H 1.98327 2.24257 3.37680
H 1.96727 1.78826 1.03403
O 0.41311 -1.46438 -1.28860
N 1.48164 -1.97919 -1.93794
C 2.08988 -2.90709 -1.30001
C 1.73076 -3.25818 0.05337
N 1.39768 -3.45861 1.13327
C 3.22115 -3.54243 -1.91184
N 4.15475 -4.03358 -2.36199
*
```